Record 1
# C30H27N7OSSe2TcTe2

A molecular structure, C30H27N7OSSe2TcTe2 at a distorted geometry (ωB97M-V with the def2-TZVPD basis set, the Open Molecules 2025 dataset).

- <S²>: 3.79
- LUMO level (alpha / beta): -0.56 / -1.50 eV
- 2S+1: 4
- F_max: 1.1 eV Å⁻¹
- Orbital gap (alpha / beta): 0.2351 / 0.2010 Ha
- E: -7435.95452 a.u.
- Relative energy (zero: lowest compared OMol25 entry of this formula, charge and spin): 0.0 kcal/mol

Each line ends with the Mulliken spin population.
Cartesian coordinates (Å):
Tc 1.52 -1.37 -0.84  2.3994
C 4.85 -3.29 1.25  -0.0055
C 4.42 -3.42 2.56  -0.0011
C 3.11 -3.11 2.85  -0.0044
C 2.26 -2.62 1.84  0.0028
N 2.70 -2.47 0.57  -0.0122
C 3.97 -2.83 0.30  -0.0148
N 1.01 -2.28 2.26  0.0175
C -0.03 -1.98 1.55  -0.0126
N -0.22 -1.98 0.19  0.0568
C -1.62 -1.73 -0.03  0.0015
N -2.47 -1.74 -0.99  0.0203
C -2.61 -1.96 -2.35  -0.0095
C -3.95 -1.87 -2.78  0.0066
C -4.26 -1.98 -4.11  -0.0019
C -3.23 -2.20 -5.02  0.0029
C -1.95 -2.32 -4.51  -0.0021
N -1.64 -2.20 -3.22  -0.0036
C -2.22 -1.43 1.29  0.0034
C -3.51 -1.05 1.64  -0.0018
C -3.77 -0.87 2.99  0.0018
C -2.79 -1.07 3.96  0.0004
C -1.50 -1.44 3.60  0.0020
C -1.25 -1.62 2.25  -0.0182
H 5.87 -3.52 0.96  0.0011
H 5.09 -3.77 3.34  -0.0004
H 2.69 -3.20 3.84  -0.0004
H 4.29 -2.74 -0.73  0.0171
H -4.71 -1.70 -2.02  -0.0001
H -5.29 -1.90 -4.45  -0.0001
H -3.42 -2.29 -6.08  0.0001
H -1.12 -2.51 -5.18  0.0022
H -4.27 -0.90 0.89  -0.0002
H -4.76 -0.57 3.31  0.0000
H -3.03 -0.92 5.01  -0.0001
H -0.72 -1.60 4.33  0.0000
Se 1.40 -3.41 -2.09  0.2701
Te 2.87 -3.53 -4.11  0.0819
Te 4.87 -1.83 -3.34  0.0497
Se 3.44 -0.28 -1.97  0.1085
C -2.61 2.07 -3.07  0.0020
C -1.17 2.55 -3.21  0.0011
N -0.54 2.72 -1.91  -0.0036
C -0.68 4.03 -1.27  -0.0004
C 0.55 4.90 -1.48  0.0007
C 0.08 1.72 -1.25  0.0147
S 0.13 0.20 -2.07  0.0000
N 0.53 2.03 -0.03  0.0165
C 1.23 1.26 0.78  0.0124
O 1.67 0.10 0.56  0.0128
C 1.55 1.85 2.11  -0.0115
C 2.14 1.04 3.08  0.0006
C 2.46 1.56 4.32  -0.0008
C 2.20 2.90 4.60  0.0010
C 1.62 3.71 3.63  0.0000
C 1.30 3.19 2.39  0.0013
H -3.08 2.01 -4.05  0.0000
H -3.19 2.76 -2.45  0.0000
H -2.64 1.08 -2.61  -0.0009
H -1.13 3.51 -3.72  0.0015
H -0.60 1.82 -3.79  0.0013
H -0.84 3.87 -0.21  0.0001
H -1.56 4.51 -1.69  0.0002
H 1.43 4.40 -1.07  -0.0004
H 0.42 5.86 -0.97  -0.0001
H 0.72 5.09 -2.54  0.0001
H 2.33 0.00 2.85  -0.0045
H 2.91 0.93 5.07  0.0000
H 2.46 3.31 5.57  0.0000
H 1.42 4.75 3.85  0.0000
H 0.85 3.80 1.62  -0.0015

Record 2
# C30H27NO8

2 unconnected molecules or ions with the total composition C30H27NO8 at a distorted geometry (ωB97M-V with the def2-TZVPD basis set, the Open Molecules 2025 dataset).

- LUMO level: -3.03 eV
- F_max: 3.0 eV Å⁻¹
- Orbital gap: 0.1180 Ha
- E: -1815.91646 a.u.
- Relative energy (zero: lowest compared OMol25 entry of this formula, charge and spin): 0.0 kcal/mol

Each line ends with the Mulliken charge.
Cartesian coordinates (Å):
C -2.45 -1.16 -4.75  -1.7370
C -1.12 -1.38 -4.03  1.4222
C 0.06 -1.32 -5.00  -1.3690
O -1.02 -0.34 -3.02  -0.4180
C -0.09 -0.51 -2.03  0.4690
O 0.32 0.47 -1.42  -0.6951
C 0.33 -1.85 -1.77  0.8840
C 1.49 -2.11 -0.90  -1.1523
C 2.83 -1.97 -1.61  0.1805
C 3.46 -0.72 -1.67  -0.0723
C 4.67 -0.56 -2.33  -0.6372
C 5.25 -1.68 -2.96  -0.0360
N 6.49 -1.53 -3.65  0.9347
O 7.00 -2.53 -4.21  -0.6075
O 7.04 -0.40 -3.67  -0.6098
C 4.62 -2.94 -2.94  -0.5757
C 3.41 -3.07 -2.26  -0.3166
C -0.23 -2.96 -2.49  0.2691
O 0.14 -4.12 -2.36  -0.7251
O -1.23 -2.67 -3.39  -0.3939
H -3.26 -1.21 -4.01  0.3888
H -2.45 -0.18 -5.22  0.3854
H -2.59 -1.94 -5.50  0.3839
H 1.03 -1.49 -4.51  0.2022
H -0.09 -2.09 -5.77  0.3949
H 0.05 -0.34 -5.48  0.3757
H 1.44 -1.37 -0.09  -0.1419
H 1.39 -3.14 -0.55  0.5584
H 2.97 0.14 -1.22  0.3390
H 5.18 0.40 -2.39  0.4447
H 5.09 -3.78 -3.45  0.4570
H 2.88 -4.03 -2.26  0.4201
C -2.86 5.99 -0.89  -0.3206
C -1.63 5.07 -0.93  -0.5835
C -1.82 4.21 0.28  0.7185
C -2.92 4.73 1.01  0.0993
O -3.54 5.78 0.40  -0.4738
C -3.42 4.09 2.16  -1.0488
C -2.86 2.89 2.53  -0.7459
C -1.70 2.36 1.86  0.7505
C -0.99 1.20 2.27  -0.3553
C -1.02 0.57 3.55  0.5345
C -0.34 -0.68 3.67  -0.9556
C -0.43 -1.41 4.84  0.7363
C -1.23 -0.93 5.91  0.2537
O -1.38 -1.82 6.93  -0.4820
C -0.66 -3.05 6.53  -0.3798
C 0.13 -2.73 5.26  -0.6395
C -1.84 0.34 5.86  -0.9564
C -1.65 1.10 4.73  -0.7440
C -1.24 3.03 0.68  -0.7511
H -2.61 7.06 -0.96  0.2791
H -3.57 5.73 -1.69  0.2840
H -1.59 4.48 -1.85  0.2973
H -0.71 5.67 -0.87  0.2535
H -4.25 4.55 2.68  0.4246
H -3.31 2.34 3.34  0.8901
H -0.29 0.79 1.55  0.3948
H 0.22 -1.07 2.83  0.5800
H -0.03 -3.34 7.38  0.2865
H -1.41 -3.83 6.34  0.2778
H 0.01 -3.50 4.49  0.3622
H 1.20 -2.65 5.50  0.2431
H -2.42 0.66 6.72  0.4450
H -2.01 2.13 4.74  0.8673
H -0.42 2.60 0.11  0.4361

Record 3
# C30H28AuF3N3Sb

A molecular structure, C30H28AuF3N3Sb (ωB97M-V with the def2-TZVPD basis set, the Open Molecules 2025 dataset).

- LUMO level (alpha / beta): -8.15 / -8.15 eV
- F_max: 0.8 eV Å⁻¹
- Net charge: +2
- Orbital gap (alpha / beta): 0.2301 / 0.2301 Ha
- E: -1999.18231 a.u.
- Relative energy (zero: lowest compared OMol25 entry of this formula, charge and spin): 18.9 kcal/mol

Each line ends with the Mulliken charge.
Cartesian coordinates (Å):
Au 0.22 0.13 -1.79  0.5456
C 1.12 3.43 -2.07  -1.0075
N 1.72 2.18 -1.57  0.4870
C 2.18 2.36 -0.20  -1.3016
C 2.80 1.70 -2.43  -1.0909
C 3.10 0.26 -2.08  0.3189
C 4.36 -0.30 -2.25  -0.8868
C 4.58 -1.66 -2.08  -0.7348
C 3.53 -2.50 -1.75  -0.6854
C 2.26 -1.97 -1.52  -0.9647
C 2.08 -0.61 -1.68  1.0463
H 1.86 4.23 -2.14  0.3371
H 0.33 3.75 -1.39  0.2928
H 0.69 3.26 -3.06  0.2640
H 2.96 3.14 -0.15  0.3381
H 2.60 1.43 0.18  0.1828
H 1.35 2.68 0.43  0.4541
H 3.69 2.33 -2.37  0.4501
H 2.44 1.74 -3.46  0.4432
H 5.18 0.34 -2.56  0.4825
H 5.57 -2.07 -2.22  0.4252
H 3.69 -3.57 -1.65  0.4759
H 1.43 -2.63 -1.26  1.1491
F 0.57 -5.72 3.78  -0.2957
C 0.45 -4.58 3.10  0.2141
C 1.40 -4.28 2.14  -0.6193
C 1.26 -3.10 1.43  -0.5818
C 0.19 -2.25 1.68  0.3065
C -0.73 -2.56 2.69  -0.4939
C -0.61 -3.74 3.40  -0.7417
Sb -0.14 -0.40 0.75  1.8255
C -2.23 -0.40 0.48  0.1181
C -2.93 -1.61 0.44  -0.7783
C -4.30 -1.62 0.23  -0.6799
C -4.95 -0.41 0.04  0.1832
F -6.26 -0.41 -0.17  -0.3252
C -4.28 0.80 0.07  -0.7307
C -2.92 0.80 0.28  -0.1458
C 0.16 0.99 2.30  0.2977
C 1.45 1.26 2.77  -0.5683
C 1.62 2.04 3.90  -0.6924
C 0.49 2.54 4.53  0.2100
F 0.65 3.29 5.61  -0.2992
C -0.79 2.30 4.07  -0.6925
C -0.95 1.52 2.94  -0.4173
H 2.23 -4.95 1.98  0.4949
H 2.03 -2.83 0.72  0.4891
H -1.55 -1.89 2.93  0.4787
H -1.31 -4.01 4.18  0.4808
H -2.42 -2.55 0.58  0.4764
H -4.87 -2.54 0.22  0.4957
H -4.84 1.72 -0.08  0.5070
H -2.39 1.75 0.30  0.5464
H 2.32 0.85 2.29  0.4687
H 2.60 2.25 4.30  0.4717
H -1.64 2.71 4.60  0.5007
H -1.96 1.32 2.58  0.4454
N -3.60 0.19 -3.65  -0.0126
C -3.09 1.32 -4.26  -0.5786
C -1.88 1.52 -3.69  -0.3299
N -1.64 0.53 -2.75  -0.0866
C -2.71 -0.26 -2.76  -0.6056
H -4.49 -0.24 -3.84  0.2421
H -3.63 1.85 -5.02  0.4245
H -1.17 2.30 -3.90  0.2461
H -2.86 -1.13 -2.14  0.7314

Record 4
# C30H28BBr4Cl2F4N3O3SeSi2W

A molecular structure, C30H28BBr4Cl2F4N3O3SeSi2W at a distorted geometry (ωB97M-V with the def2-TZVPD basis set, the Open Molecules 2025 dataset).

- LUMO level: -1.54 eV
- F_max: 3.0 eV Å⁻¹
- Orbital gap: 0.2426 Ha
- E: -16238.61694 a.u.
- Relative energy (zero: lowest compared OMol25 entry of this formula, charge and spin): 26.3 kcal/mol

Each line ends with the Mulliken charge.
Cartesian coordinates (Å):
W 0.09 0.08 0.23  0.2045
C -2.66 1.04 2.50  -1.1315
Si -1.22 1.85 1.65  0.9372
C -1.86 3.28 0.62  -1.3357
C -0.17 2.59 3.00  0.1936
C -0.68 3.57 3.87  -0.8583
C 0.08 4.06 4.91  -0.7816
C 1.38 3.59 5.09  -0.7031
C 1.89 2.64 4.24  -0.8887
C 1.12 2.13 3.18  0.7188
Si 1.89 0.98 1.91  1.1076
C 3.02 -0.21 2.76  -1.0674
C 2.93 2.22 0.95  -1.3000
H -3.23 1.83 3.01  0.4610
H -2.31 0.33 3.25  0.2137
H -3.34 0.51 1.83  0.2446
H -2.06 4.10 1.32  0.6447
H -2.79 3.04 0.11  0.2748
H -1.15 3.65 -0.11  0.2162
H -1.69 3.94 3.74  0.3088
H -0.33 4.81 5.57  0.3903
H 1.98 3.97 5.91  0.4117
H 2.91 2.29 4.39  0.3647
H 3.89 0.36 3.09  0.5849
H 3.36 -1.01 2.11  0.0008
H 2.54 -0.67 3.62  0.3807
H 3.56 2.70 1.70  0.4791
H 2.32 2.99 0.48  0.1966
H 3.58 1.79 0.18  0.3708
Br -3.27 -5.51 -2.47  -0.1805
C -2.63 -4.14 -1.35  0.3676
C -3.11 -4.02 -0.05  0.3608
Br -4.38 -5.23 0.64  -0.1577
C -2.66 -2.98 0.76  0.4091
Br -3.25 -2.69 2.51  -0.0956
C -1.72 -2.12 0.24  -1.0375
O -1.21 -1.06 0.94  -0.6606
C -1.19 -2.22 -1.05  0.3422
O -0.30 -1.31 -1.39  0.3804
C -1.69 -3.24 -1.85  0.2679
Br -1.12 -3.29 -3.65  -0.1119
Cl 1.79 3.48 -2.86  -0.2227
C 0.19 2.86 -2.92  0.4748
C -0.68 3.26 -3.97  -0.4905
C -1.96 2.79 -4.04  0.5642
Cl -2.99 3.30 -5.34  -0.2499
C -2.48 1.89 -3.06  0.2476
C -3.79 1.36 -3.01  -1.0846
C -4.13 0.54 -1.97  -1.5830
C -3.18 0.23 -0.97  -0.3650
N -1.95 0.69 -1.03  1.0652
C -1.60 1.51 -2.05  0.4498
C -0.27 1.98 -1.98  -1.1006
O 0.41 1.54 -0.93  0.4765
H -0.31 3.95 -4.72  0.5277
H -4.50 1.62 -3.77  0.5005
H -5.13 0.12 -1.89  0.5396
H -3.43 -0.40 -0.13  0.4773
F 0.57 -1.66 2.98  -0.2400
B 0.97 -2.60 2.08  -0.0741
F 1.13 -1.89 0.76  0.0384
F 0.03 -3.57 1.85  -0.2778
F 2.22 -3.12 2.35  -0.3238
C 3.76 -3.21 0.07  -1.2016
N 3.11 -3.11 -1.24  0.2596
C 2.96 -4.16 -2.11  -0.5844
C 2.37 -3.66 -3.22  -0.5005
N 2.15 -2.33 -3.00  0.4356
C 1.58 -1.39 -3.95  -0.9419
C 2.62 -1.99 -1.79  -0.0961
Se 2.61 -0.24 -1.12  -0.3798
H 4.54 -3.96 -0.01  0.4335
H 3.04 -3.48 0.84  0.5126
H 4.20 -2.24 0.30  0.2990
H 3.28 -5.15 -1.87  0.5274
H 2.06 -4.15 -4.13  0.4951
H 1.31 -1.95 -4.85  0.3469
H 2.31 -0.62 -4.20  0.3218
H 0.69 -0.94 -3.51  0.2002